{"formula": "C7H9N2", "method": "the ωB97M-V functional and the def2-TZVPD basis", "elements": ["C", "C", "C", "C", "C", "C", "C", "N", "N", "H", "H", "H", "H", "H", "H", "H", "H", "H"], "coordinates": [[1.318, -1.985, 0.858], [3.168, 1.171, 0.731], [0.030, -1.181, 0.771], [1.048, -0.646, -1.384], [1.026, 0.661, -0.552], [-1.350, 1.051, 0.390], [0.015, 0.329, 0.675], [2.259, 0.832, 0.085], [0.915, -1.626, -0.348], [2.126, -2.406, 1.306], [0.138, -0.725, -2.041], [1.913, -0.724, -1.932], [0.772, 1.483, -1.239], [-1.054, 1.960, -0.038], [-1.698, 1.295, 1.421], [-2.133, 0.531, -0.311], [-0.874, -1.683, 0.917], [0.430, 0.906, 1.635]], "homo_ev": -15.187, "gap_ha": 0.33681, "charge": 1, "multiplicity": 1}



{"formula": "C4HCl3", "method": "the ωB97M-V functional and the def2-TZVPD basis", "elements": ["C", "C", "C", "C", "Cl", "Cl", "Cl", "H"], "coordinates": [[0.889, 0.668, -2.561], [0.522, 0.586, -1.431], [0.233, 0.348, 0.288], [-0.809, -0.569, 0.667], [1.815, -0.232, 0.784], [-2.395, -0.090, 0.586], [-0.456, -2.124, 1.147], [0.202, 1.412, 0.521]], "homo_ev": [-8.629, -8.624], "gap_ha": [0.19107, 0.19074], "multiplicity": 1}



{"formula": "C5H13N3O", "method": "the ωB97M-V functional and the def2-TZVPD basis", "elements": ["C", "C", "C", "C", "C", "N", "N", "N", "O", "H", "H", "H", "H", "H", "H", "H", "H", "H", "H", "H", "H", "H"], "coordinates": [[0.633, 0.767, 0.018], [-1.521, -0.354, 0.718], [-0.667, -0.674, -1.652], [-1.593, 1.628, -0.720], [-0.772, 0.349, -0.440], [1.391, -1.659, 0.539], [2.812, 0.060, 1.200], [1.499, -0.232, 0.842], [1.016, 1.916, -0.014], [-1.312, 0.035, 1.618], [-2.575, -0.272, 0.752], [-1.435, -1.481, 0.912], [0.054, -1.344, -1.265], [-1.731, -0.964, -1.768], [-0.251, -0.046, -2.406], [-2.399, 1.352, -1.539], [-0.841, 2.343, -1.047], [-2.115, 1.934, 0.283], [1.111, -2.273, 1.282], [2.313, -1.839, 0.250], [2.861, 0.668, 1.951], [3.521, 0.085, 0.485]], "homo_ev": [-4.684, -9.356], "gap_ha": [0.20285, 0.25158], "multiplicity": 3}



{"formula": "C4H9NO4PS", "method": "the ωB97M-V functional and the def2-TZVPD basis", "elements": ["C", "C", "C", "C", "N", "O", "O", "O", "O", "P", "S", "H", "H", "H", "H", "H", "H", "H", "H", "H"], "coordinates": [[-0.271, 0.199, -0.347], [0.398, -0.232, 0.956], [0.642, 0.441, -1.539], [1.472, 0.630, 1.450], [-1.147, 1.471, 0.024], [-1.912, -3.029, -1.273], [-1.342, -0.626, -0.664], [0.603, -2.081, -0.716], [-0.965, -2.459, 1.113], [-0.875, -2.243, -0.674], [-0.026, -1.551, 1.864], [1.156, -0.399, -1.995], [1.490, 1.151, -1.278], [-0.069, 0.832, -2.175], [2.245, 0.258, 2.186], [1.006, 1.407, 2.142], [2.012, 1.179, 0.623], [-1.121, 2.414, -0.410], [-1.219, 1.509, 1.004], [-2.076, 1.130, -0.293]], "homo_ev": -14.362, "gap_ha": 0.31778, "charge": 1, "multiplicity": 1}



ΔE to the lowest compared entry with this formula, charge and spin (kJ/mol)
541.57, 502.11, 192.44, 294.94